(1)
ORCA calculation (wB97M-V/def2-TZVPD) on a cluster of 2 separate species, C22H26NO4 in total in a non-equilibrium geometry.

XYZ file:
```
53
Properties=species:S:1:pos:R:3:forces:R:3
O -2.819033 1.022659 -0.837455 -0.02 0.35 0.35
O -3.963739 2.108228 0.766527 0.35 0.09 0.19
O 2.075041 1.236576 -0.940911 -0.48 0.11 0.22
O 3.232395 2.325592 0.643109 -1.59 -0.19 -0.18
N -0.390685 3.657943 2.170829 -0.02 -0.79 -0.34
C 3.245651 -2.171100 1.810581 -0.22 -0.02 -0.04
C -4.110233 0.810027 -1.462689 -0.62 -0.29 -0.33
C 3.239277 0.119658 -2.748002 -0.29 -0.20 -0.40
C 3.131376 -2.716423 -0.530679 -0.24 -0.07 0.25
C 0.857549 2.145796 0.833508 -0.87 -0.28 -0.22
C 0.810413 3.184672 1.712878 -0.77 0.28 0.88
C 1.923731 -1.723066 1.764798 -0.04 0.24 -0.14
C 3.870881 -2.644950 0.652216 -0.45 0.22 0.12
C 1.188645 -1.709694 0.561769 0.39 0.74 0.10
C -1.591376 2.034866 0.896428 0.83 -0.06 -0.16
C 1.807833 -2.258721 -0.579075 -0.25 0.25 0.29
C -2.319700 -2.150179 0.024208 1.10 0.32 -0.50
C 3.358068 1.011626 -1.539095 0.83 -0.46 -0.55
C -1.154684 -1.678109 -0.471534 -0.57 0.43 0.13
C -0.237183 -1.097438 0.588299 -0.06 -4.28 0.50
C -0.357214 1.515907 0.325691 -0.12 4.27 -0.02
C -1.571317 3.089162 1.769447 0.79 0.29 0.79
C -2.415852 -1.978701 1.502442 0.68 0.72 0.76
C -2.921377 1.730043 0.298188 -0.47 -0.45 -0.48
C 2.170418 1.923375 0.190051 1.89 -0.02 0.26
C -0.971281 -1.525828 1.918087 -0.65 0.76 -0.21
C -4.008275 -0.044235 -2.705231 0.34 -0.14 -0.32
H 3.792464 1.974215 -1.816162 -0.05 -0.03 0.18
H 1.238181 -2.334094 -1.507717 0.28 0.02 0.22
H -0.400066 1.629825 -0.763928 0.14 -1.96 -0.02
H -0.485535 -2.306889 2.523830 0.13 0.36 -0.68
H 2.518383 0.506550 -3.485611 0.26 -0.06 0.25
H -4.766537 0.324272 -0.730996 0.14 0.25 -0.08
H -4.530512 1.787953 -1.727178 0.08 -0.18 0.26
H -5.022720 -0.184184 -3.101214 0.22 0.09 0.11
H -3.112898 -2.623026 -0.546719 0.17 0.13 -0.08
H -2.773895 -2.855319 2.053687 0.22 0.05 -0.21
H -0.850589 -1.578984 -1.515688 -0.40 -0.34 0.21
H -0.253105 0.026491 0.467089 0.31 0.26 0.04
H 1.691903 3.725692 2.051857 -0.07 -0.23 -0.27
H 4.222790 0.056479 -3.233210 -0.25 0.08 0.12
H 3.990247 0.535928 -0.785853 0.03 0.17 -0.06
H -1.026453 -0.628366 2.538537 -0.10 -0.11 0.37
H -3.410902 0.436427 -3.494342 -0.14 -0.13 0.28
H -0.403063 4.476395 2.780337 -0.05 -0.40 -0.28
H -2.466854 3.577584 2.144754 0.01 -0.25 -0.25
H 2.947393 -0.899862 -2.473773 0.02 0.33 -0.07
H 3.582123 -3.169090 -1.411988 -0.12 0.19 0.10
H 4.913540 -2.954112 0.680842 -0.26 -0.05 -0.03
H 1.435266 -1.374979 2.685542 0.41 -0.10 -0.42
H -3.597908 -1.045019 -2.515634 -0.04 0.32 0.07
H 3.765975 -2.169114 2.769812 -0.05 0.04 -0.34
H -3.076550 -1.152471 1.799329 -0.34 -0.26 -0.37
```
Forces are in eV/Å.

Calculated values
Gap between HOMO and LUMO (eV): 6.73
LUMO energy (eV): -5.08
Charge: +1
HOMO level (eV): -11.807

***

(2)
ORCA calculation (wB97M-V/def2-TZVPD) on a structure of composition C22H27As2CoF10N3O4S2.

XYZ file:
```
71
Properties=species:S:1:pos:R:3:forces:R:3
As -0.150429 1.321552 -1.617522 0.03 0.02 0.00
As 1.367818 -1.679920 -1.618972 -0.05 0.00 -0.03
Co 0.091920 -0.350117 0.274865 0.10 0.05 -0.01
S -1.065684 4.357822 3.594963 0.00 -0.04 0.01
S -1.849384 2.381090 1.766752 0.03 0.03 -0.04
F -4.004074 0.936062 1.603071 -0.01 0.00 0.00
F -0.892346 -4.263778 2.916103 0.01 0.01 0.00
F 0.076662 5.172178 1.360607 0.00 0.00 0.01
F -2.827004 0.571142 3.385569 0.01 0.00 -0.02
F -3.489654 -3.301088 -1.756270 0.00 -0.01 0.01
F 0.403116 6.456522 3.074573 0.00 0.00 0.00
F -2.556247 -6.056697 1.943888 -0.01 0.01 0.00
F 1.470852 4.580363 2.903916 0.00 -0.01 0.01
F -1.849599 -1.439186 -0.789993 0.03 -0.01 0.00
F -4.025340 2.367778 3.231185 0.02 0.02 -0.01
O -2.415125 3.333409 0.861288 0.00 0.00 -0.02
O -0.599558 4.284335 4.940678 0.01 0.01 0.01
O -1.133651 1.270302 1.159006 -0.03 -0.01 0.05
O -2.242225 5.093959 3.263477 -0.02 0.01 -0.01
N -0.460720 -1.742077 1.488488 -0.05 -0.10 0.02
N -0.990292 2.893178 2.956452 0.01 0.01 0.02
N 1.571269 0.024168 1.807768 -0.03 -0.03 -0.03
C -2.400815 -4.916384 1.257157 0.01 0.01 0.01
C -1.975246 1.603473 -2.204839 -0.01 -0.02 0.01
C -3.268830 1.516258 2.553300 -0.05 -0.03 0.04
C -2.016397 -2.600992 -0.086618 -0.03 0.02 -0.04
C 0.709836 0.664816 -3.236808 -0.01 0.02 0.01
C 0.690674 1.420944 -4.406808 0.01 -0.01 -0.03
C 2.725568 -0.864676 1.646713 0.00 0.01 0.02
C 1.273852 0.943998 -5.568882 0.00 0.00 0.01
C 0.483282 -3.294882 -2.248786 -0.01 -0.02 0.01
C -1.535580 -3.967188 1.768377 0.00 -0.03 -0.01
C 3.219171 -2.285661 -1.634501 0.01 0.01 0.00
C -1.293651 -2.746419 1.111292 0.04 0.03 0.06
C -3.086820 -4.741878 0.071591 -0.01 -0.01 0.00
C 0.796079 -0.360400 3.011744 0.05 -0.01 0.01
C -2.869047 -3.550370 -0.591727 0.00 0.01 -0.02
C 1.879524 -0.305530 -5.574180 0.00 0.00 0.00
C 1.901876 -1.065730 -4.416706 0.00 -0.01 -0.01
C 0.476524 3.149626 -1.476463 0.01 -0.01 -0.01
C 2.035132 1.410630 1.940807 -0.02 0.02 -0.02
C 1.325256 -0.590663 -3.240527 -0.01 0.01 0.03
C 0.302480 5.191713 2.679995 -0.01 0.01 -0.02
C 0.112727 -1.709546 2.825222 -0.05 0.07 0.01
H 0.423572 -4.008584 -1.427505 0.00 -0.01 -0.01
H 1.253276 1.542802 -6.470003 0.00 0.00 0.00
H 2.372538 -2.041763 -4.437144 0.00 0.00 0.00
H 1.460775 -0.386674 3.884574 -0.01 0.00 0.01
H 2.567615 1.706207 1.035363 0.00 -0.01 0.00
H -0.525177 -3.048234 -2.575693 0.00 0.01 0.01
H -2.444524 0.640278 -2.394809 0.00 0.00 -0.01
H -3.756439 -5.495182 -0.313443 0.00 0.00 0.00
H 1.536293 3.163726 -1.229102 0.00 0.00 -0.01
H -2.504200 2.114240 -1.401118 0.00 0.01 0.00
H -0.653939 -1.803949 3.600514 0.02 -0.02 0.00
H -1.995105 2.212266 -3.107664 0.01 0.00 0.00
H 2.331999 -0.687133 -6.480111 0.00 0.00 0.00
H 0.309480 3.685060 -2.409738 0.00 0.01 0.00
H 2.389378 -1.889344 1.494953 0.01 -0.01 0.00
H 3.375626 -2.969913 -0.801786 0.00 0.00 0.00
H 3.308682 -0.552499 0.780246 -0.01 0.00 0.00
H 1.181935 2.066055 2.091333 0.01 0.00 0.00
H 1.037283 -3.733008 -3.078100 0.00 0.01 0.00
H 3.443031 -2.800551 -2.567126 0.01 0.00 0.00
H -0.088798 3.631544 -0.679682 -0.01 0.00 0.00
H 2.712623 1.516497 2.796330 0.00 0.00 0.00
H 0.212163 2.393518 -4.415313 0.00 0.00 0.00
H 0.823651 -2.525148 2.989592 0.02 -0.01 -0.02
H 0.054905 0.418266 3.178975 -0.01 0.01 -0.02
H 3.885941 -1.432232 -1.525195 0.00 0.00 0.00
H 3.371550 -0.828405 2.532387 0.00 0.00 0.00
```
Forces are in eV/Å.

Calculated values
2S+1: 4
Gap between HOMO and LUMO (alpha / beta) (eV): 7.84 / 7.57
LUMO energy (alpha / beta) (eV): 0.00 / -0.42
<S²>: 3.7616
HOMO level (alpha / beta) (eV): -7.843 / -7.992

***

(3)
ORCA calculation (wB97M-V/def2-TZVPD) on a structure of composition C22H27BN10Pt.

XYZ file:
```
61
Properties=species:S:1:pos:R:3:forces:R:3
Pt 1.347542 0.498523 -0.427583 -0.12 -0.18 -0.14
N 1.600039 -0.423302 1.355853 0.13 0.14 -0.12
N 1.602577 2.351867 0.303693 -0.16 -0.04 0.02
N -0.581516 -0.143888 -6.032919 0.02 -0.05 0.05
N 0.952132 1.388894 -2.201309 0.19 -0.25 0.05
N 0.928054 -1.322114 -1.182577 0.36 0.04 0.00
N -2.710121 3.158291 -3.807747 0.02 0.04 0.00
N -1.579478 -0.728508 0.791381 0.23 0.11 -0.11
N -1.243688 0.476772 0.266132 -0.36 0.08 0.09
N 0.087855 -2.155019 -0.515989 -0.05 0.13 0.03
N 0.697141 -1.341670 1.778190 0.00 0.03 -0.13
C -0.945962 -4.402032 -0.796010 -0.01 -0.03 -0.01
C 3.692110 0.641799 2.134864 0.01 0.03 0.00
C -0.797062 1.458044 -4.034346 0.05 -0.03 -0.02
C -0.689480 0.571981 -5.135517 0.00 0.04 -0.12
C 2.316914 -1.349879 -3.255717 -0.02 0.05 0.01
C 0.770571 5.687322 -0.129846 -0.01 0.02 0.00
C -0.067470 -3.280177 -1.234238 -0.04 -0.01 0.02
C 1.402280 3.425355 0.637394 0.13 -0.07 0.10
C -1.853096 2.395842 -3.925077 -0.08 -0.03 0.01
C 0.141165 1.394811 -3.038716 -0.05 0.12 0.07
C 1.120041 4.791354 1.061966 -0.03 -0.01 -0.03
C -2.333297 2.601805 -0.284274 -0.02 0.04 -0.01
C -2.895227 -0.758819 1.104571 0.03 -0.04 0.02
C -3.561550 -1.957768 1.692443 -0.06 -0.01 0.01
C 2.531312 -0.278876 2.294307 0.06 -0.04 0.00
C 2.226330 -1.127447 3.358081 -0.06 0.00 0.01
C 0.700650 -3.171329 -2.377431 -0.01 -0.04 0.05
C 1.062222 -1.782415 2.992728 -0.07 -0.03 0.01
C -2.345280 1.206602 0.246999 -0.02 -0.05 0.05
C -3.424659 0.469887 0.774890 -0.01 -0.05 -0.01
C 1.329054 -1.928623 -2.301260 -0.02 0.03 0.00
C 0.283932 -2.808325 3.744377 0.01 -0.01 0.04
B -0.498704 -1.804901 0.881592 -0.11 0.01 0.07
H 1.567311 5.680172 -0.871373 0.01 0.01 0.01
H -3.504202 -2.819040 1.025314 0.01 0.00 0.00
H -4.613166 -1.740318 1.870531 0.00 0.01 0.00
H 2.839436 -0.500705 -2.819442 -0.03 0.01 0.00
H 0.628724 6.708960 0.216922 -0.01 0.00 0.00
H 4.034709 0.655159 1.100481 -0.01 0.00 0.00
H -0.935172 -5.186106 -1.550334 0.01 0.01 -0.01
H 0.804184 -3.898857 -3.163750 -0.01 -0.01 0.00
H -0.961222 -2.797039 1.358655 0.03 -0.03 0.00
H 3.432735 1.664518 2.415889 -0.01 -0.03 0.00
H -0.608937 -4.827558 0.149303 0.00 0.01 0.00
H 4.510016 0.316165 2.774979 0.02 0.01 -0.01
H 3.049526 -2.111446 -3.522468 0.00 0.00 0.00
H -0.148036 5.353785 -0.609431 0.01 -0.01 0.00
H 0.751902 -2.981480 4.711505 0.00 0.00 0.00
H 2.785963 -1.254521 4.268724 -0.01 -0.01 0.01
H -1.324994 2.863957 -0.608053 0.01 -0.01 0.00
H 0.290929 4.732388 1.769857 0.01 0.03 0.00
H -4.449505 0.782975 0.887576 0.00 0.00 0.00
H 1.989957 5.160988 1.606634 0.01 0.01 -0.03
H -2.657483 3.316443 0.475841 0.01 0.00 0.00
H -2.993724 2.712441 -1.145524 0.01 -0.01 0.02
H 1.826903 -1.029948 -4.176292 -0.02 0.04 0.00
H -1.975700 -4.069923 -0.662740 0.00 0.01 0.00
H -0.743112 -2.483795 3.912030 0.00 0.01 -0.01
H -3.109943 -2.247224 2.642443 0.01 0.00 0.00
H 0.247571 -3.754048 3.203821 0.00 0.00 0.00
```
Forces are in eV/Å.

Calculated values
Gap between HOMO and LUMO (eV): 7.96
LUMO energy (eV): 0.06
HOMO level (eV): -7.896

***

For the records above, the corresponding relative energy (zero: lowest compared OMol25 entry of this formula, charge and spin) values read 1.466; 0.000; 0.000 eV.